Below is a 9-piece molecular cluster, C49H111N13O9 overall, with properties calculated with ωB97M-V with the def2-TZVPD basis set.

```
! wB97M-V def2-TZVPD RIJCOSX def2/J DEFGRID3
* xyz 0 1
O 15.849 -16.997 -0.240
O 16.438 -31.297 -16.216
O 23.412 -17.360 -9.610
O 15.193 -19.682 -14.048
O 4.178 -21.202 -8.328
O 25.804 -24.542 -6.462
O 8.404 -32.656 -8.292
O 19.735 -26.423 -2.646
O 15.024 -23.518 -7.444
N 16.031 -25.202 -6.313
N 26.300 -22.456 -7.042
N 15.847 -20.975 -12.477
N 8.119 -32.689 -6.894
N 13.779 -21.059 -13.035
N 23.569 -16.085 -9.039
N 19.146 -26.531 -0.544
N 4.839 -22.033 -9.227
N 24.461 -22.741 -6.286
N 15.670 -15.815 -0.901
N 20.030 -28.362 -1.354
N 16.673 -23.077 -6.009
N 15.607 -30.197 -16.422
C 21.396 -15.253 -9.937
C 13.819 -27.947 -16.714
C 25.952 -16.254 -9.540
C 15.886 -23.886 -6.685
C 10.238 -31.761 -6.196
C 14.031 -16.918 -2.455
C 22.444 -14.320 -7.915
C 14.544 -30.178 -15.425
C 17.139 -28.253 -16.523
C 16.349 -14.619 -0.265
C 15.885 -14.393 1.142
C 6.110 -23.346 -7.431
C 14.944 -20.570 -13.306
C 16.094 -29.128 -17.214
C 5.872 -24.451 -10.389
C 17.854 -14.762 -0.250
C 14.939 -28.338 -17.744
C 9.322 -32.973 -6.110
C 16.141 -13.312 -1.131
C 24.922 -14.038 -8.703
C 6.747 -34.843 -7.259
C 13.873 -31.543 -15.297
C 13.266 -15.702 -0.360
C 14.194 -14.403 -2.247
C 6.526 -33.462 -5.215
C 14.376 -15.728 -1.412
C 25.556 -23.361 -6.633
C 6.146 -22.550 -8.725
C 5.619 -32.410 -7.200
C 15.114 -29.694 -14.104
C 3.118 -23.961 -8.930
C 14.736 -13.134 -1.589
C 2.987 -22.145 -10.677
C 21.394 -16.547 -7.837
C 19.706 -27.100 -1.651
C 24.385 -14.769 -11.126
C 10.021 -34.202 -6.653
C 23.601 -13.349 -8.390
C 3.912 -23.014 -9.853
C 16.750 -29.625 -18.507
C 4.631 -23.845 -10.845
C 6.783 -33.388 -6.654
C 13.416 -29.236 -15.897
C 7.709 -34.148 -4.425
C 7.108 -21.378 -8.467
C 6.746 -23.370 -9.872
C 8.934 -33.273 -4.595
C 22.256 -15.539 -8.734
C 24.679 -15.283 -9.590
H 16.499 -30.655 -18.760
H 3.760 -24.788 -8.628
H 16.775 -20.577 -12.492
H 13.076 -20.646 -13.631
H 21.540 -13.724 -7.784
H 6.253 -25.068 -11.202
H 23.747 -15.435 -11.707
H 16.492 -29.076 -19.413
H 18.847 -25.572 -0.650
H 3.379 -21.160 -10.931
H 2.004 -21.997 -10.230
H 5.710 -24.340 -7.630
H 12.889 -29.757 -16.696
H 5.573 -23.070 -6.524
H 14.138 -27.228 -15.959
H 5.923 -31.957 -8.144
H 7.611 -23.984 -9.620
H 17.989 -28.747 -16.054
H 12.980 -27.500 -17.248
H 20.422 -28.952 -2.074
H 26.150 -16.729 -8.579
H 14.349 -29.823 -13.337
H 25.266 -14.525 -7.790
H 6.515 -32.445 -4.823
H 25.324 -14.869 -11.671
H 13.506 -16.571 0.253
H 15.632 -25.988 -6.805
H 15.494 -28.676 -14.013
H 2.700 -22.620 -11.615
H 7.359 -35.624 -6.809
H 8.734 -32.428 -3.937
H 21.948 -16.726 -6.916
H 19.894 -28.682 -0.406
H 14.543 -32.274 -14.844
H 13.294 -14.807 0.262
H 19.451 -26.865 0.359
H 13.663 -21.785 -12.343
H 22.516 -14.678 -6.888
H 27.220 -22.805 -7.268
H 15.288 -27.358 -18.068
H 12.719 -28.883 -15.137
H 2.654 -23.425 -8.101
H 5.603 -31.504 -6.594
H 26.896 -15.887 -9.943
H 13.116 -16.782 -3.031
H 7.457 -34.185 -3.366
H 7.050 -34.901 -8.304
H 15.560 -21.631 -11.765
H 9.645 -30.877 -5.963
H 14.974 -13.794 1.109
H 17.016 -31.000 -15.510
H 23.247 -12.701 -9.192
H 15.840 -17.650 -0.943
H 24.158 -21.842 -6.631
H 4.297 -20.332 -8.717
H 20.855 -16.116 -10.325
H 7.926 -35.186 -4.678
H 10.366 -34.153 -7.686
H 13.166 -14.234 -2.568
H 5.573 -33.988 -5.166
H 16.869 -22.122 -6.274
H 5.692 -35.114 -7.227
H 9.716 -33.816 -4.063
H 17.710 -27.729 -17.289
H 25.807 -16.955 -10.362
H 11.123 -31.735 -5.560
H 2.374 -24.275 -9.662
H 7.030 -22.689 -10.674
H 10.748 -31.790 -7.159
H 8.264 -31.751 -8.580
H 21.843 -14.802 -10.823
H 21.299 -17.557 -8.235
H 16.781 -13.279 -2.013
H 14.782 -17.068 -3.230
H 13.715 -32.021 -16.263
H 4.598 -32.763 -7.341
H 5.000 -23.209 -11.649
H 20.455 -16.025 -7.652
H 17.311 -23.557 -5.391
H 17.839 -29.625 -18.539
H 8.086 -21.717 -8.126
H 14.507 -14.447 -3.290
H 9.353 -35.062 -6.712
H 6.722 -20.665 -7.739
H 4.105 -24.683 -11.303
H 25.473 -13.134 -8.963
H 14.780 -12.340 -2.334
H 7.391 -20.675 -9.249
H 25.964 -21.503 -7.038
H 7.106 -23.442 -7.000
H 18.340 -13.961 0.306
H 15.990 -30.316 -13.921
H 14.459 -28.867 -18.567
H 13.093 -31.603 -14.539
H 18.164 -15.627 0.337
H 14.087 -12.795 -0.782
H 20.748 -14.438 -9.616
H 16.873 -25.173 -5.756
H 23.842 -12.660 -7.581
H 16.620 -13.776 1.659
H 23.718 -23.275 -5.858
H 24.117 -13.713 -11.146
H 16.342 -12.384 -0.595
H 18.293 -14.920 -1.236
H 12.321 -15.748 -0.901
H 5.677 -25.278 -9.706
H 16.595 -27.629 -15.814
H 10.903 -34.281 -6.018
H 23.014 -17.128 -10.452
H 15.869 -15.259 1.804
H 14.060 -17.805 -1.822
*
```

* relative energy (zero: lowest compared OMol25 entry of this formula, charge and spin): 229.9 kcal per mole
* HOMO-LUMO gap: 8.22 eV
* highest occupied orbital energy: -0.29265 hartree
* SMILES: CC1(C)CCCC(C)(C)N1O.CC1(C)CCCC(C)(C)N1O.CC1(C)CCCC(C)(C)N1O.CC1(C)CCCC(C)(C)N1O.CC1(C)CCCC(C)(C)N1O.NC(N)=O.NC(N)=O.NC(N)=O.NC(N)=O
* DFT total energy: -3322.188830 Ha